(1)
11
Properties=species:S:1:pos:R:3 method="wB97M-V/def2-TZVPD" e_homo_ev=-10.789 relative_energy_kcal_mol=87.8 lumo_energy_ha=-0.0010 smiles="N#C[C@H](O)C=O.[H][H]"
O 1.7347 0.7046 0.1666
C 0.8257 0.0689 -0.3237
C -0.5950 0.3080 0.2246
O -0.7195 1.6905 0.0087
C -1.6348 -0.4312 -0.5111
N -2.4251 -1.0527 -1.0819
H 1.4864 -1.1935 0.7193
H 0.9074 -0.5095 -1.2601
H 0.9390 -1.6530 0.5082
H -0.6825 0.0455 1.2925
H 0.1636 2.0225 0.2570

(2)
37
Properties=species:S:1:pos:R:3 method="wB97M-V/def2-TZVPD" e_homo_ev=-9.135 relative_energy_kcal_mol=44.1 lumo_energy_ha=-0.0490 smiles=Fc1ccc(-c2cnc3nnc(CSc4ncnc5n[nH]cc45)n3n2)cc1
F -5.4782 -0.4269 -2.1273
N 0.6669 -4.4327 0.9175
N 0.4798 -1.9520 -0.5238
N 3.1201 -3.7619 0.9778
N 3.7514 -2.5249 0.6997
N -1.4385 2.2847 -1.6732
N 2.5167 2.3419 -1.1545
N 0.6803 2.7800 -2.5781
S 2.5208 0.7473 1.0386
C -0.4865 -3.9356 0.3778
C -0.6573 -2.5901 -0.3538
C 1.7836 -3.6364 0.7024
C 2.8285 -1.7642 0.2454
C -0.6675 1.2363 0.2404
C 1.9638 2.8234 -2.1752
C -4.3454 -1.9430 -0.5953
C -3.2361 -0.5562 -2.2856
C -3.1075 -2.4217 -0.0933
C -1.9718 -1.1443 -1.8881
C -4.3656 -1.0788 -1.7448
C -1.9335 -2.0525 -0.7963
C 1.7187 1.6903 -0.3055
C -0.1577 2.2856 -1.7030
C 0.4024 1.6799 -0.4985
N -1.7933 1.7059 -0.4840
N 1.6491 -2.4372 0.0549
C 3.1842 -0.3900 -0.1310
H -1.4089 -4.6371 0.3717
H -0.6872 0.8384 1.2318
H 2.6353 3.5010 -2.7751
H -5.2584 -2.0754 0.0525
H -3.2971 0.1305 -3.1186
H -3.1466 -2.9932 0.8493
H -1.0685 -0.9718 -2.3527
H -2.7049 1.5535 -0.2192
H 4.2590 -0.3210 -0.1696
H 2.8455 -0.1228 -1.1756

(3)
56
Properties=species:S:1:pos:R:3 method="wB97M-V/def2-TZVPD" e_homo_ev=-8.828 relative_energy_kcal_mol=8.9 lumo_energy_ha=0.0248 smiles="Cc1ccc(S(=O)(=O)N2CCN(S(=O)(=O)N3CCC(C)CC3)CC2)cc1C"
C 1.3362 -3.7454 0.7764
C 0.0527 -2.9916 0.5981
C -0.6478 -2.5376 1.7089
C -1.8210 -1.8190 1.5696
C -2.2887 -1.5590 0.2996
C -1.6276 -2.0244 -0.8170
C -0.4510 -2.7469 -0.6845
C 0.2757 -3.2346 -1.8997
H 0.4358 -4.3111 -1.8507
H 1.2509 -2.7547 -1.9749
H -0.2893 -3.0049 -2.7982
H -2.0426 -1.8144 -1.7900
S -3.7345 -0.5477 0.0832
O -4.5162 -0.5594 1.2868
O -4.3733 -0.9174 -1.1518
N -3.1511 1.0089 -0.1175
C -3.3007 1.9842 0.9303
C -2.1401 3.0040 0.8194
N -1.1752 2.5746 -0.1711
S -0.3233 1.2260 0.3598
O -0.8377 0.7198 1.5915
O -0.1415 0.3286 -0.7425
N 1.1057 2.0019 0.7613
C 1.8794 2.4606 -0.3753
C 2.6653 1.3358 -1.0520
H 3.2885 1.7563 -1.8437
H 1.9556 0.6375 -1.4964
C 3.5308 0.5875 -0.0351
C 4.2510 -0.5842 -0.6958
H 4.8609 -1.1177 0.0298
H 3.5272 -1.2784 -1.1166
H 4.8967 -0.2347 -1.4981
C 2.6407 0.1091 1.1146
C 1.9106 1.2948 1.7410
H 1.2294 0.9633 2.5236
H 2.6243 2.0112 2.1609
H 3.2387 -0.3993 1.8730
H 1.8904 -0.5870 0.7333
H 4.2800 1.2795 0.3697
H 1.1740 2.9166 -1.0705
H 2.5634 3.2343 -0.0101
C -1.7549 2.4263 -1.4918
H -1.0020 1.9404 -2.1096
C -3.0477 1.5782 -1.4323
H -3.9286 2.2022 -1.6483
H -3.0256 0.7555 -2.1441
H -1.9570 3.4267 -1.8848
H -1.6037 3.0896 1.7624
H -2.5077 3.9887 0.5207
H -4.2714 2.4964 0.8471
H -3.2669 1.4439 1.8740
H -2.3714 -1.4539 2.4200
H -0.2605 -2.7380 2.6974
H 1.2442 -4.7561 0.3795
H 1.6020 -3.8106 1.8281
H 2.1486 -3.2544 0.2425

(4)
75
Properties=species:S:1:pos:R:3 method="wB97M-V/def2-TZVPD" total_charge=+1 e_homo_ev=-11.007 relative_energy_kcal_mol=10.0 lumo_energy_ha=-0.1175
Sr -0.0164 -0.3850 -0.3637
N 2.4813 -0.0799 2.6206
C 1.1666 -0.0481 3.0658
C 1.0023 -0.1533 4.4604
C -0.2612 -0.1357 4.9883
C -1.3538 -0.0123 4.1300
C -1.1005 0.0878 2.7865
N 0.1351 0.0781 2.2399
C 3.1360 -0.0234 1.3927
C 4.5315 -0.1874 1.4505
C 5.2601 -0.1120 0.2925
C 4.5970 0.1341 -0.9090
C 3.2331 0.2773 -0.8684
N 2.4910 0.1960 0.2559
H 3.1264 -0.2261 3.3786
H 1.8695 -0.2514 5.1001
H -0.4030 -0.2197 6.0576
H -2.3693 0.0003 4.4969
H -1.9159 0.1842 2.0805
H 5.0163 -0.3729 2.4000
H 6.3339 -0.2403 0.3188
H 5.1258 0.2099 -1.8477
H 2.6812 0.4766 -1.7785
O -1.1866 -4.3413 -6.0734
C -0.2622 -3.5472 -6.6466
O 0.1641 -3.7605 -7.7425
C 0.0807 -2.3528 -5.8056
C 1.0585 -2.4734 -4.8258
C 1.2219 -1.4693 -3.8913
C 0.4222 -0.3362 -3.9532
C -0.5118 -0.1845 -4.9678
C -0.6783 -1.1968 -5.8984
N 0.4852 0.5664 -2.8524
C 0.3451 1.8087 -3.0677
C 0.3230 2.7991 -1.9668
C 0.3360 4.1528 -2.2678
C 0.3437 5.0668 -1.2220
C 0.3334 4.5908 0.0758
C 0.3096 3.2151 0.2803
N 0.2983 2.3331 -0.7108
H -1.4570 -3.9685 -5.2150
H 1.6472 -3.3793 -4.7573
H 1.9312 -1.5903 -3.0816
H -1.1722 0.6734 -4.9867
H -1.4487 -1.1151 -6.6540
H 0.2520 2.2112 -4.0794
H 0.3496 4.4816 -3.2985
H 0.3624 6.1301 -1.4204
H 0.3438 5.2618 0.9231
H 0.2946 2.8028 1.2835
O -1.5231 -3.2860 -3.7322
S -1.8354 -3.1945 -2.3292
O -3.1504 -2.7200 -1.9875
N -0.7114 -2.3240 -1.5260
C -0.0692 -3.0780 -0.6028
O 0.7486 -2.5938 0.2001
C -0.4752 -4.5147 -0.6188
C 0.0276 -5.5576 0.1365
C -0.5119 -6.8217 -0.0690
C -1.5264 -7.0257 -1.0014
C -2.0324 -5.9741 -1.7576
C -1.4818 -4.7288 -1.5370
H 0.8164 -5.3828 0.8555
H -0.1393 -7.6633 0.4991
H -1.9256 -8.0212 -1.1432
H -2.8181 -6.1266 -2.4849
C -4.4326 0.0149 -0.5078
C -3.2564 0.9356 -0.5714
N -3.4473 2.1832 -1.0139
O -2.1264 0.5611 -0.2242
H -5.3413 0.4583 -0.9085
H -4.5966 -0.2567 0.5357
H -4.1844 -0.8970 -1.0527
H -4.3537 2.5022 -1.3063
H -2.6639 2.8155 -1.0515

(5)
18
Properties=species:S:1:pos:R:3 method="wB97M-V/def2-TZVPD" e_homo_ev=-9.454 relative_energy_kcal_mol=23.7 lumo_energy_ha=0.0237 smiles="CC(N)=O.CC(N)=O"
C -0.1832 1.5786 1.2316
C 0.7779 1.2898 2.3549
O 1.7179 1.9055 2.7886
N 0.5590 0.0095 2.8916
H 1.3867 -0.4409 3.2652
H -0.3090 -0.4611 3.0100
H -0.2866 2.5846 0.8363
H -1.1489 1.3249 1.6811
H 0.0560 0.9875 0.3490
C -0.7816 -1.7282 -1.4222
C 0.2692 -0.6540 -1.8007
O 1.1917 -0.3275 -1.0961
N 0.0498 -0.1756 -3.0572
H -0.4674 -2.6850 -1.8286
H -1.7625 -1.5512 -1.8660
H 0.6282 0.4667 -3.5400
H -0.8353 -0.4686 -3.4564
H -0.8619 -1.6550 -0.3410

(6)
12
Properties=species:S:1:pos:R:3 method="wB97M-V/def2-TZVPD" e_homo_ev="-8.123 / -8.183" relative_energy_kcal_mol=73.7 lumo_energy_ha="-0.0451 / -0.0476"
C 0.3910 2.0796 -0.1938
N -0.4216 1.1237 -0.1725
N -1.1345 -0.8799 1.2326
N -0.5341 -1.2154 -1.2446
P 0.0790 -0.4680 0.1314
S 2.9979 -0.3640 0.1704
H 0.0093 3.0784 -0.3861
H 1.4646 1.9701 -0.0356
H -1.0037 -1.8021 1.6291
H -1.2008 -0.1952 1.9747
H 0.1030 -1.1362 -2.0291
H -0.7502 -2.1910 -1.0765

(7)
18
Properties=species:S:1:pos:R:3 method="wB97M-V/def2-TZVPD" total_charge=+1 e_homo_ev=-14.063 relative_energy_kcal_mol=49.3 lumo_energy_ha=-0.1321 smiles="[NH3+]CCNCC=O"
N 0.1856 1.7831 -0.0182
C -1.1592 1.1295 0.0497
C -1.0837 -0.2629 0.6865
N 0.3141 -0.6849 0.9419
C 0.7577 -1.6851 -0.0422
C 1.2898 -0.9032 -1.1995
O 0.7645 0.0951 -1.6412
H 0.6821 1.2902 -0.7756
H 0.1374 2.7730 -0.2864
H 0.6676 1.7683 0.8754
H -1.4617 0.9897 -0.9885
H -1.9067 1.8278 0.4170
H -1.6477 -0.2839 1.6174
H -1.5684 -0.9192 -0.0329
H 0.2806 -1.0316 1.8931
H -0.0420 -2.3798 -0.2995
H 1.5343 -2.2818 0.4281
H 2.2558 -1.2241 -1.6254

(8)
154
Properties=species:S:1:pos:R:3 method="wB97M-V/def2-TZVPD" total_charge=+2 multiplicity=2 e_homo_ev="-11.101 / -11.705" s2=0.75 relative_energy_kcal_mol=35.5 lumo_energy_ha="-0.1880 / -0.1880"
In 1.3582 1.1903 0.2648
C -0.4448 1.1983 -5.2854
N 0.2119 1.6842 -4.0691
C 1.2754 2.5445 -4.0388
C 1.5468 2.7632 -2.7180
N 0.6757 2.0367 -1.9517
C -0.1208 1.3982 -2.7798
P -1.7873 0.8313 -2.3227
C -1.4966 -0.1159 -0.8258
N -0.3240 -0.4814 -0.3520
C -0.5853 -1.2888 0.7423
C -1.9296 -1.4449 0.8758
N -2.5045 -0.7003 -0.1243
C -3.9436 -0.5744 -0.3561
C -2.1437 2.4489 -1.4929
N -1.5039 3.0066 -0.4382
C -1.7470 4.3618 -0.5341
C -2.5601 4.6174 -1.5883
N -2.8061 3.4088 -2.1824
C -3.6774 3.2240 -3.3477
H -1.2724 1.8475 -5.5678
H 0.2782 1.1772 -6.0948
H -0.8173 0.1946 -5.1218
H 1.7347 2.9249 -4.9383
H 2.2799 3.4171 -2.2772
H 0.2237 -1.7035 1.3326
H -2.5237 -2.0116 1.5778
H -4.4425 -0.2471 0.5548
H -4.1310 0.1599 -1.1357
H -4.3553 -1.5334 -0.6660
H -1.3191 5.0703 0.1502
H -2.9775 5.5403 -1.9625
H -3.3382 3.8506 -4.1688
H -3.6586 2.1849 -3.6588
H -4.6982 3.4998 -3.0944
C 1.4534 -2.7479 4.6028
C 2.6810 -3.0177 3.7113
S 2.7635 -2.0319 2.1796
C 3.8885 -0.6898 2.6490
C 3.4739 0.0945 3.8841
S 1.7480 0.6572 3.7910
C 1.3477 0.8010 5.5599
C 0.7748 -0.4742 6.1766
S 1.8684 -1.9228 6.1821
H 0.9682 -3.6862 4.8700
H 0.7363 -2.1193 4.0810
H 2.6952 -4.0569 3.3833
H 3.6121 -2.8404 4.2544
H 3.9247 -0.0526 1.7636
H 4.8810 -1.1108 2.7988
H 4.1151 0.9708 3.9952
H 3.5555 -0.5196 4.7746
H 0.6027 1.5966 5.6325
H 2.2503 1.1279 6.0772
H -0.1511 -0.7660 5.6789
H 0.5486 -0.2900 7.2283
C 2.9973 -5.1277 -2.3415
C 3.8881 -4.7537 -1.1557
C 3.3114 -5.2870 0.1613
C 4.3141 -3.2834 -1.0177
C 5.5210 -3.0914 -0.3387
C 6.1119 -1.8517 -0.2473
C 5.5461 -0.7863 -0.9393
C 4.3478 -0.9222 -1.6310
C 3.9308 0.1808 -2.5953
C 4.3560 1.6004 -2.2031
C 4.5791 -0.1317 -3.9613
C 3.6768 -2.1659 -1.5646
N 2.3168 -2.3101 -1.9788
B 1.2128 -2.6943 -1.1662
N 0.0275 -2.7473 -1.9829
C 0.4830 -2.3817 -3.2879
C 1.8033 -2.1269 -3.2735
C -1.3073 -3.0998 -1.5318
C -2.5244 -2.6928 -2.1664
C -3.7454 -3.0898 -1.6171
C -3.8387 -3.8551 -0.4781
C -2.6705 -4.2543 0.1349
C -1.4191 -3.9008 -0.3576
C -0.2551 -4.5682 0.3615
C -0.3665 -4.5914 1.8896
C -0.0554 -5.9742 -0.2093
C -2.6583 -1.9270 -3.4814
C -2.6433 -2.9196 -4.6601
C -3.9475 -1.0969 -3.5791
H 3.0292 -6.2119 -2.4763
H 3.3555 -4.6687 -3.2668
H 1.9544 -4.8440 -2.2017
H 4.8327 -5.2736 -1.3296
H 2.4429 -4.6953 0.4622
H 4.0519 -5.2294 0.9640
H 3.0168 -6.3349 0.0534
H 6.0091 -3.9548 0.1053
H 7.0396 -1.7157 0.2975
H 6.0819 0.1541 -0.9626
H 2.8426 0.1796 -2.7111
H 5.4367 1.6969 -2.1118
H 3.8805 1.9501 -1.2718
H 4.0527 2.2758 -3.0005
H 5.6303 0.1669 -3.9408
H 4.0863 0.4200 -4.7683
H 4.5601 -1.1943 -4.1992
H -0.1193 -2.4247 -4.1653
H 2.4247 -1.8821 -4.1195
H -4.6609 -2.7983 -2.1173
H -4.8047 -4.1627 -0.0927
H -2.7202 -4.8932 1.0104
H 0.6412 -3.9708 0.1468
H -0.9464 -5.4549 2.2302
H -0.8474 -3.6917 2.2806
H 0.6259 -4.6760 2.3403
H -0.9237 -6.5915 0.0460
H 0.8337 -6.4570 0.2030
H 0.0206 -5.9567 -1.2988
H -1.8227 -1.2353 -3.5566
H -3.5675 -3.5019 -4.6443
H -1.8191 -3.6296 -4.5985
H -2.5862 -2.4018 -5.6243
H -4.8186 -1.7257 -3.7713
H -3.8767 -0.3979 -4.4175
H -4.1336 -0.5213 -2.6714
C -1.8922 1.1321 2.7472
Ge -1.6373 2.8044 1.8016
C -0.0640 3.6981 2.4928
C 0.9415 4.2634 1.7093
C 2.0521 4.8313 2.3123
C 2.1576 4.8340 3.6990
C 1.1371 4.3063 4.4778
C 0.0220 3.7364 3.8797
C -3.2967 3.7904 1.9304
C -4.3997 2.9900 1.7180
C -5.6983 3.5249 1.6389
C -5.8761 4.8730 1.7528
C -4.7786 5.7439 1.9714
C -4.9819 7.1424 2.0828
C -3.9342 7.9893 2.2869
C -2.6252 7.4716 2.3903
C -2.3963 6.1281 2.2818
C -3.4627 5.2149 2.0652
H -2.2076 1.4422 3.7468
H -2.6670 0.5116 2.2999
H -0.9610 0.5664 2.7844
H 0.8388 4.3039 0.6308
H 2.8272 5.2832 1.7067
H 3.0292 5.2665 4.1741
H 1.2082 4.3328 5.5583
H -0.7792 3.3468 4.5002
H -4.2739 1.9164 1.6088
H -6.5446 2.8688 1.4807
H -6.8697 5.3026 1.6765
H -5.9937 7.5271 2.0104
H -4.1003 9.0556 2.3735
H -1.7953 8.1470 2.5609
H -1.3867 5.7560 2.3671

no.,DFT total energy (hartree)
1,-322.434340
2,-1606.426301
3,-1964.877380
4,-2499.904216
5,-418.423208
6,-945.432833
7,-343.485556
8,-6636.622716